Record 1
Below is a molecular structure, C30H21Cl2N4O2RhSi, with properties calculated with ωB97M-V/def2-TZVPD.

```
61
Properties=species:S:1:pos:R:3
Rh -0.391 -0.396 0.873
Cl 4.789 -4.704 0.223
C 3.841 -3.262 0.251
C 2.482 -3.365 0.413
C 1.689 -2.194 0.445
N 0.359 -2.169 0.649
C -0.546 -3.295 0.824
O -0.197 -4.451 0.569
C -1.814 -2.848 1.289
C -2.861 -3.765 1.558
C -4.062 -3.317 2.010
C -4.251 -1.922 2.216
C -3.214 -1.076 1.938
N -2.021 -1.484 1.474
C 2.322 -0.918 0.281
C 3.687 -0.841 0.117
C 4.450 -2.006 0.113
Cl 6.149 -1.868 -0.086
N 1.461 0.245 0.215
C 1.829 1.456 1.026
O 3.006 1.813 1.085
C 0.690 2.132 1.547
C 0.855 3.407 2.152
C -0.233 4.116 2.553
C -1.530 3.573 2.366
C -1.637 2.327 1.809
N -0.586 1.594 1.412
H 2.003 -4.325 0.521
H -2.659 -4.814 1.395
H -4.863 -4.013 2.221
H -5.184 -1.525 2.587
H -3.319 -0.010 2.089
H 4.162 0.121 0.006
H 1.863 3.785 2.255
H -0.112 5.093 3.002
H -2.420 4.110 2.660
H -2.608 1.876 1.654
C -1.174 -3.065 -2.582
C -1.816 -1.982 -1.998
C -1.126 -0.791 -1.815
C 0.215 -0.663 -2.206
C 0.836 -1.760 -2.802
C 0.145 -2.950 -2.994
Si 1.260 0.725 -1.562
C 0.606 2.455 -1.613
C 1.550 3.478 -1.468
C 1.159 4.807 -1.425
C -0.184 5.136 -1.535
C -1.132 4.136 -1.699
C -0.738 2.807 -1.742
H -1.698 -4.004 -2.703
H -2.843 -2.068 -1.667
H -1.652 0.047 -1.360
H 1.878 -1.696 -3.097
H 0.646 -3.798 -3.443
H 2.604 0.684 -2.171
H 2.601 3.232 -1.359
H 1.902 5.584 -1.300
H -0.493 6.172 -1.496
H -2.180 4.391 -1.794
H -1.496 2.046 -1.882
```

## Properties
Expectation value of S²: 6.07
HOMO-LUMO gap (alpha / beta) (hartree): 0.2203 / 0.2332
HOMO level (alpha / beta) (eV): -5.7 / -9.0
2S+1: 5
Net charge: 0
Molar mass (g mol⁻¹): 671.42

---

Record 2
Below is 5 unconnected molecules or ions with the total composition C30H21ClN3O18 at a distorted geometry, with properties calculated with ωB97M-V/def2-TZVPD.

```
73
Properties=species:S:1:pos:R:3
O 1.112 0.510 1.213
C 0.716 -0.579 1.120
N 0.292 -1.804 1.188
N 1.492 -2.562 1.204
C 2.178 -3.050 0.091
N 3.334 -3.716 0.553
C 3.329 -3.618 1.977
C 4.534 -4.242 2.812
C 5.685 -3.126 2.742
O 5.673 -2.288 3.606
Cl 6.875 -3.155 1.376
C 2.142 -2.871 2.435
H 1.862 -2.918 -0.976
H 4.046 -4.153 -0.045
H 4.876 -5.228 2.358
H 4.143 -4.395 3.856
H 1.882 -2.609 3.497
C -3.124 0.213 -1.639
C -4.034 1.118 -2.020
C -3.993 2.524 -1.510
O -4.821 3.326 -1.888
C -2.940 2.876 -0.555
C -2.035 1.970 -0.174
C -2.060 0.571 -0.706
O -1.207 -0.243 -0.356
O -1.061 2.289 0.710
O -5.021 0.792 -2.881
H -3.140 -0.806 -2.002
H -2.931 3.890 -0.179
H -0.536 1.480 0.825
H -5.549 1.609 -3.004
C -2.252 -2.080 6.687
C -1.233 -2.240 5.841
C 0.148 -1.787 6.189
O 1.062 -1.968 5.394
C 0.352 -1.134 7.478
C -0.669 -0.969 8.327
C -2.045 -1.446 7.991
O -2.943 -1.295 8.795
O -0.500 -0.366 9.519
O -1.408 -2.822 4.629
H -3.256 -2.405 6.448
H 1.353 -0.795 7.709
H -1.381 -0.371 9.943
H -0.528 -2.822 4.211
C -8.354 2.023 -5.817
C -8.624 1.661 -7.076
C -7.671 1.950 -8.190
O -7.944 1.588 -9.319
C -6.437 2.669 -7.869
C -6.171 3.033 -6.612
C -7.110 2.720 -5.495
O -6.820 3.054 -4.357
O -5.037 3.701 -6.296
O -9.767 1.019 -7.394
H -9.034 1.818 -5.001
H -5.764 2.888 -8.687
H -5.080 3.845 -5.330
H -9.723 0.869 -8.358
C 8.499 1.427 -0.176
C 7.524 0.532 0.000
C 6.470 0.311 -1.036
O 5.605 -0.531 -0.843
C 6.518 1.126 -2.248
C 7.493 2.025 -2.426
C 8.562 2.226 -1.402
O 9.441 3.040 -1.607
O 7.552 2.787 -3.536
O 7.444 -0.216 1.124
H 9.269 1.594 0.565
H 5.740 0.968 -2.982
H 8.343 3.351 -3.425
H 6.657 -0.781 1.004
```

## Properties
HOMO-LUMO gap (hartree): 0.2692
HOMO level (eV): -11.1
2S+1: 1
Net charge: +1
Molar mass (g mol⁻¹): 746.95

---

Record 3
Below is a molecular structure, C30H21F2N5O4Ti at a distorted geometry, with properties calculated with ωB97M-V/def2-TZVPD.

```
63
Properties=species:S:1:pos:R:3
Ti -0.385 -0.007 0.473
C 2.275 -1.089 -0.989
O 1.223 -0.114 -1.052
C 1.660 1.169 -1.367
C 2.359 1.428 -2.532
C 2.733 2.731 -2.810
C 2.399 3.751 -1.928
C 1.686 3.487 -0.774
C 1.311 2.176 -0.474
N 0.500 1.794 0.628
N 0.165 2.794 1.358
C -0.742 2.699 2.344
C -1.501 1.538 2.622
O -1.305 0.453 1.950
C -2.501 1.542 3.626
C -2.751 2.677 4.326
C -2.019 3.878 4.089
C -2.293 5.045 4.829
C -1.590 6.199 4.607
C -0.582 6.219 3.634
C -0.295 5.093 2.900
C -1.008 3.901 3.106
H 2.869 -0.937 -0.088
H 2.910 -1.014 -1.869
H 1.800 -2.064 -0.967
H 2.581 0.627 -3.224
H 3.270 2.951 -3.723
H 2.689 4.770 -2.150
H 1.411 4.280 -0.096
H -3.051 0.626 3.792
H -3.525 2.687 5.084
H -3.074 5.010 5.580
H -1.806 7.092 5.179
H -0.024 7.130 3.462
H 0.488 5.110 2.156
O -7.166 -1.297 1.023
N -6.178 -1.972 0.727
O -6.171 -3.205 0.836
C -5.032 -1.283 0.290
C -5.156 0.109 0.194
C -4.106 0.904 -0.244
C -4.200 2.314 -0.435
C -3.125 3.008 -0.913
C -1.925 2.332 -1.177
N -1.795 1.022 -0.982
C -2.850 0.316 -0.546
C -2.684 -1.109 -0.371
N -1.432 -1.590 -0.543
C -1.226 -2.907 -0.528
C -2.261 -3.796 -0.336
C -3.529 -3.325 -0.055
C -3.786 -1.937 -0.029
H -6.109 0.554 0.444
H -5.132 2.815 -0.207
H -3.179 4.075 -1.084
H -1.054 2.863 -1.539
H -0.205 -3.240 -0.657
H -2.072 -4.860 -0.362
H -4.329 -4.010 0.147
F -0.219 -2.271 2.314
C 0.693 -1.524 1.581
F 1.429 -0.788 2.522
H 1.413 -2.269 1.222
```

## Properties
Expectation value of S²: 2.07
HOMO-LUMO gap (alpha / beta) (hartree): 0.1522 / 0.2507
HOMO level (alpha / beta) (eV): -5.4 / -8.4
2S+1: 3
Net charge: 0
Molar mass (g mol⁻¹): 601.39

---

What is the formula in the third record? C30H21F2N5O4Ti